Record 1
Below is a 2-piece molecular cluster, C5H11IN overall, with properties calculated with ωB97M-V/def2-TZVPD.

The geometry in XYZ format:
```
18
Properties=species:S:1:pos:R:3:forces:R:3:lowdin_charge:R:1
C 0.627624 0.736455 1.236543 0.657 2.561 -4.531 -0.06
C -0.488546 -0.315309 3.400467 -0.037 -0.471 0.073 -0.56
C 0.841462 0.859148 -0.344079 0.692 1.467 1.668 0.03
C -1.534304 0.711888 0.169657 -2.402 1.251 -0.012 0.01
C -0.081241 -1.344078 0.336113 1.913 -2.183 -1.067 0.01
N -0.233171 0.119963 0.209448 0.041 -1.994 1.621 -0.33
I -1.713415 -1.814037 3.972358 -0.012 0.417 0.163 0.89
H 0.515971 1.690917 1.686355 -1.255 0.406 0.414 0.12
H -0.769489 0.629766 3.886492 -0.428 -0.200 0.461 -0.07
H 0.341177 1.707763 -0.803352 1.115 0.401 -0.016 0.13
H 1.088693 0.022834 1.781564 1.929 -1.743 1.200 0.03
H 1.769977 0.473041 -0.733038 -0.503 -0.657 -0.498 0.13
H -2.164848 1.015529 -0.699698 1.342 -1.326 -0.529 0.14
H -2.154360 0.101736 0.798936 -0.389 0.045 0.523 0.10
H -1.359463 1.679626 0.582345 -0.425 0.671 0.819 0.10
H 0.241809 -1.755831 1.336180 -1.266 1.096 -0.608 0.09
H -0.958092 -1.871623 -0.083784 0.670 0.308 0.210 0.12
H 0.884524 -1.567773 -0.229700 -1.642 -0.050 0.109 0.13
```
Forces are in eV/Å.

Calculated values
- energy (hartree) = -549.05854
- molar mass (g/mol) = 212.05
- HOMO level (spin up / spin down) (eV) = -12.272 / -12.269
- total charge = +1
- frontier orbital gap (spin up / spin down) (eV) = 7.3352 / 7.3362


Record 2
Below is an isolated ion of composition C5H6Cl2NO3 and charge -1, with properties calculated with ωB97M-V/def2-TZVPD.

The geometry in XYZ format:
```
17
Properties=species:S:1:pos:R:3:forces:R:3:lowdin_charge:R:1
C -0.648867 0.143196 -1.470087 2.771 2.586 0.831 -0.52
C 0.140569 -0.232262 2.308726 1.945 -1.040 -1.969 -0.76
C -2.047656 -0.212989 -1.814843 0.547 0.818 -1.475 0.00
C 2.039347 0.001555 0.513882 1.981 -3.589 1.806 -0.66
C 0.609994 0.290854 0.779178 0.876 0.974 0.249 -0.78
N -0.328215 -0.163793 -0.179741 -1.500 -0.760 1.478 0.06
O -1.015713 -0.580980 2.306349 -2.752 -0.229 0.103 -0.01
O 0.163501 0.743851 -2.198940 -1.848 -1.299 0.377 -0.01
O 1.038291 -0.354393 3.120734 0.803 0.537 0.768 -0.02
Cl 2.943208 0.856548 -0.747800 0.010 0.161 0.022 0.52
Cl 0.528220 2.068575 1.039634 -0.389 1.244 -0.136 0.63
H -2.417489 0.492734 -2.558362 -0.101 0.083 0.230 0.09
H -1.927726 -1.121239 -2.321687 -0.230 -1.667 -0.937 0.07
H -2.707564 -0.369795 -1.008822 -0.636 0.088 1.036 0.07
H 2.643660 -0.010564 1.509183 -1.230 0.723 -1.743 0.10
H 2.087521 -1.124923 0.266421 -0.132 1.635 -0.046 0.11
H -1.101081 -0.426375 0.456176 -0.114 -0.267 -0.594 0.11
```
Forces are in eV/Å.

Calculated values
- structure (SMILES) = CC(=O)N[C@](Cl)(CCl)C(=O)[O-]
- energy (hartree) = -1395.08231
- molar mass (g/mol) = 199.01
- HOMO level (eV) = -5.191
- total charge = -1
- frontier orbital gap (eV) = 8.6373


Record 3
Below is C29H29F4LaN4O2 as an isolated structure, with properties calculated with ωB97M-V/def2-TZVPD.

The geometry in XYZ format:
```
69
Properties=species:S:1:pos:R:3:forces:R:3:lowdin_charge:R:1
La 0.748983 0.519855 0.230710 3.433 -2.221 0.082 2.05
C 2.890983 1.998055 -2.101990 0.500 -0.536 0.794 -0.10
C 3.050783 0.448655 -2.038590 -0.205 0.090 -0.878 -0.18
N 3.053783 -0.239045 -0.478990 -3.791 2.581 -8.487 -0.29
C 4.059883 0.357455 0.217410 2.847 -0.089 2.231 -0.38
C 5.462883 0.012455 -0.246590 0.993 0.115 0.299 -0.07
C 2.907383 -1.622445 -0.828790 0.701 -1.999 0.292 -0.24
C 2.637483 -2.343245 0.466210 1.243 -2.308 0.179 -0.33
N 1.507883 -1.772945 1.003410 -4.865 2.042 5.205 -0.12
C 0.897983 -2.173645 2.339510 2.792 -2.270 -2.920 -0.07
C -0.081317 -1.356145 2.899510 1.123 -4.421 1.911 -0.24
F 0.039283 -0.252845 2.289110 -2.522 5.595 -0.386 -0.04
C -0.802517 -1.663845 4.050310 0.650 -0.375 -0.299 -0.19
F -1.764517 -0.838245 4.525210 0.529 -0.236 -0.199 0.08
C -0.486117 -2.854245 4.718210 0.002 -0.074 -0.187 0.05
C 0.519683 -3.698945 4.221310 -0.007 0.760 -0.506 -0.20
F 0.819983 -4.845645 4.878510 -0.171 0.658 -0.375 0.07
C 1.211383 -3.363745 3.045610 -0.418 0.043 0.189 -0.13
F 2.177183 -4.197545 2.584310 -0.454 0.271 0.279 0.07
H 2.870483 2.366555 -3.149790 -0.123 -0.439 0.631 0.09
H 3.741683 2.495355 -1.595790 -0.604 -0.033 -0.157 0.07
H 1.939883 2.284555 -1.606190 0.437 0.301 -0.304 0.04
H 3.986383 0.191955 -2.624790 -0.765 -0.040 1.174 0.12
H 2.202483 0.082555 -2.717390 1.146 -0.169 1.703 0.11
H 3.860683 -0.063745 1.198010 0.718 0.396 0.866 0.11
H 3.944483 1.450755 0.324510 -0.250 -0.683 -0.166 0.09
H 5.610683 -1.082645 -0.319390 -0.015 0.571 -0.041 0.08
H 6.171883 0.400055 0.516710 -0.253 -0.280 -0.531 0.08
H 5.718283 0.490455 -1.213290 -0.114 -0.328 0.464 0.07
H 3.801483 -2.028445 -1.334490 -0.068 0.063 0.179 0.13
H 2.030283 -1.846045 -1.506990 1.098 0.942 0.844 0.12
H 3.508183 -2.305245 1.156310 -0.054 -0.193 -0.379 0.13
H 2.385983 -3.384545 0.247710 0.824 -0.420 -0.219 0.12
H -1.014717 -3.119545 5.625910 0.004 -0.005 -0.125 0.13
C 1.251083 3.513755 1.602310 0.541 3.207 0.349 -0.19
O 0.239183 2.553855 1.348310 -0.818 1.298 -0.139 -0.37
C -1.053917 2.998755 1.294010 -1.039 0.482 0.507 -0.22
C -1.488817 4.142755 1.984210 -0.167 -0.164 -0.105 0.00
C -2.833117 4.517755 1.968910 0.232 -0.349 -0.168 -0.07
C -3.757917 3.742055 1.282810 0.232 -0.342 -0.142 -0.07
C -3.330817 2.599955 0.603110 0.300 0.089 -0.081 0.00
C -1.975117 2.216755 0.568610 -0.511 1.648 0.970 -0.19
N -1.591217 1.029655 -0.109890 -1.479 1.050 -0.819 -0.10
N -1.963817 1.062755 -1.310690 -1.492 -1.527 0.379 0.13
C -1.970817 -0.238145 -1.911690 0.971 -0.534 -0.812 -0.12
C -0.766717 -0.992945 -2.104190 -2.277 0.336 0.117 -0.39
O 0.408383 -0.597745 -1.797190 0.078 0.870 -0.507 -0.30
C -0.937017 -2.262245 -2.692590 -1.254 -1.772 -0.999 0.01
C -2.170917 -2.774045 -3.097890 2.704 0.320 0.502 -0.02
C -3.328817 -2.017045 -2.953390 -0.707 -0.092 -0.092 -0.20
C -4.564517 -2.527545 -3.392890 -1.183 0.613 0.073 -0.03
C -5.731817 -1.776045 -3.278790 0.621 -1.127 -0.367 -0.10
C -5.673117 -0.503045 -2.731290 1.189 0.813 0.543 -0.09
C -4.448117 0.007455 -2.290690 -0.875 0.104 -0.048 -0.03
C -3.243917 -0.733045 -2.372690 0.034 0.781 -0.113 -0.11
H 1.134083 4.404755 0.976210 -0.717 0.126 0.071 0.11
H 2.215683 3.058155 1.358910 -0.630 0.679 0.191 -0.02
H 1.270983 3.781255 2.663810 -0.080 -0.047 -0.129 0.11
H -0.797417 4.743155 2.565010 0.035 -0.182 -0.218 0.11
H -3.157017 5.401655 2.510510 0.116 -0.126 -0.065 0.11
H -4.810117 4.010155 1.281710 0.158 -0.086 -0.019 0.11
H -4.063817 1.979755 0.098010 0.180 0.002 -0.011 0.10
H -0.048217 -2.875745 -2.844590 -0.123 0.235 0.101 0.12
H -2.195817 -3.763445 -3.542390 -0.131 0.079 0.029 0.12
H -4.616617 -3.519245 -3.834490 0.148 0.106 0.088 0.11
H -6.676817 -2.182145 -3.625290 0.112 0.017 0.039 0.10
H -6.570917 0.101355 -2.647590 0.137 -0.023 -0.002 0.10
H -4.425517 1.015655 -1.889590 0.038 -0.120 -0.031 0.08
H 2.064183 1.835055 1.545910 1.298 -3.675 -0.253 -0.05
```
Forces are in eV/Å.

Calculated values
- energy (hartree) = -1922.77816
- molar mass (g/mol) = 680.48
- HOMO level (eV) = -6.556
- frontier orbital gap (eV) = 5.4482


Record 4
Below is C4H13O4 as an isolated structure, with properties calculated with ωB97M-V/def2-TZVPD.

The geometry in XYZ format:
```
21
Properties=species:S:1:pos:R:3:forces:R:3:lowdin_charge:R:1
C 0.994690 -1.808296 0.531940 -0.367 0.300 -0.607 -0.18
C 0.988725 -0.611789 -0.490167 -0.640 -0.569 -0.244 -0.17
C -0.003917 0.524279 -0.146120 -0.868 -2.045 -1.100 -0.38
O 0.275789 1.153562 1.011145 0.032 1.926 1.661 -0.12
C -0.364404 -2.552046 0.487377 0.942 1.962 5.061 -0.22
O -0.290156 -4.109874 1.113306 0.718 3.524 -5.042 -0.23
H 1.219316 -1.553073 1.588161 -0.184 0.133 -0.774 0.12
H 1.732512 -2.510254 0.210440 0.853 -0.513 -0.178 0.08
H 1.972959 -0.233636 -0.777425 0.231 0.009 0.725 0.10
H 0.647262 -1.061175 -1.456660 -0.056 0.252 0.501 0.11
H -0.992597 -0.031513 -0.091244 0.294 0.522 -0.054 0.11
H -0.107999 1.180659 -0.998644 0.101 0.268 -0.219 0.08
H -0.923827 -2.019939 1.255913 -0.634 -0.393 -0.332 0.12
H -0.904760 -2.501411 -0.403273 -0.937 0.058 -1.833 0.09
H -0.095052 -3.719199 0.007286 -0.001 -4.201 2.901 0.12
H -0.063234 2.172086 1.004317 0.744 -0.963 -0.416 0.07
H -0.390773 4.439432 1.190455 0.060 -1.237 -0.977 -0.05
O -0.267665 3.685694 0.559787 0.116 0.695 1.218 -0.43
H -0.932650 3.292653 -0.754370 0.032 0.415 0.625 -0.06
H -1.106784 3.376863 -2.293865 0.455 0.782 -1.051 -0.02
O -1.387436 2.886980 -1.548358 -0.891 -0.927 0.137 -0.13
```
Forces are in eV/Å.

Calculated values
- energy (hartree) = -461.05263
- molar mass (g/mol) = 125.14
- HOMO level (eV) = -4.539
- total charge = -1
- frontier orbital gap (eV) = 7.8354


Record 5
Below is a 2-piece molecular cluster, CH2N3O3 overall, with properties calculated with ωB97M-V/def2-TZVPD.

The geometry in XYZ format:
```
9
Properties=species:S:1:pos:R:3:forces:R:3:lowdin_charge:R:1
C -0.020279 0.066036 0.330340 -1.185 3.350 1.985 -0.35
N 0.943454 1.379425 1.714772 0.560 0.714 -2.238 -0.08
N -1.055027 0.598010 -0.196462 0.856 -0.979 0.203 -0.02
N 0.676139 -1.009431 0.039044 -1.884 -1.650 -3.815 -0.20
O 1.484291 -1.492520 0.844407 1.697 -1.446 0.944 -0.09
O 1.520723 2.113928 0.929983 -0.546 -0.665 1.624 -0.27
O -1.588920 -0.298354 -1.262915 -0.342 -0.222 -0.603 -0.21
H 0.417362 -1.547528 -0.892770 0.854 0.936 1.992 0.18
H -2.377742 0.190434 -1.506399 -0.011 -0.038 -0.093 0.03
```
Forces are in eV/Å.

Calculated values
- energy (hartree) = -429.06156
- molar mass (g/mol) = 104.05
- HOMO level (spin up / spin down) (eV) = -2.766 / -2.497
- total charge = -1
- frontier orbital gap (spin up / spin down) (eV) = 6.8167 / 6.5533


Record 6
Below is an isolated ion of composition O2P2S2 and charge -2, with properties calculated with ωB97M-V/def2-TZVPD.

The geometry in XYZ format:
```
6
Properties=species:S:1:pos:R:3:forces:R:3:lowdin_charge:R:1
O -1.342897 1.362577 -0.602618 0.163 1.296 -1.051 -0.56
O -1.500569 -0.644468 0.836228 -0.137 -1.326 0.811 -0.56
P 1.482713 -0.123381 0.249796 1.323 -0.813 -0.454 -0.37
P -0.847320 -0.011173 -0.338115 0.157 0.155 0.293 0.19
S 3.001091 1.223171 0.196248 -0.648 0.661 0.201 -0.35
S 2.295633 -1.868258 -0.464202 -0.859 0.027 0.200 -0.37
```
Forces are in eV/Å.

Calculated values
- energy (hartree) = -1629.61256
- molar mass (g/mol) = 158.08
- spin multiplicity = 3
- HOMO level (spin up / spin down) (eV) = 1.478 / -0.073
- total charge = -2
- <S²> = 2.013
- frontier orbital gap (spin up / spin down) (eV) = 4.5708 / 5.8414